*i*
# C22H25N3O5S

The molecule C22H25N3O5S (ωB97M-V with the def2-TZVPD basis set, the OMol25 dataset).

Orbital gap, eV: 8.1
LUMO, Eh: -0.009
E_HOMO, hartree: -0.30511
Structure (SMILES): CCOc1ccc(NS(=O)(=O)c2ccc3[nH]cc(C(=O)N[C@H](C)CC)c(=O)c3c2)cc1

Structure (ORCA input):
```
! RIJCOSX wB97M-V def2-TZVPD def2/J DEFGRID3
* xyz 0 1
C -1.055 -2.333 -0.210
C -0.112 -3.525 -0.080
O 1.088 -3.364 -0.812
C 2.075 -2.556 -0.339
C 3.188 -2.427 -1.173
C 4.243 -1.613 -0.823
C 4.222 -0.918 0.383
C 3.137 -1.077 1.235
C 2.070 -1.883 0.879
H 1.242 -1.970 1.564
H 3.135 -0.550 2.175
N 5.234 -0.011 0.725
S 4.741 1.572 1.049
O 5.844 2.401 0.663
O 4.240 1.656 2.381
C 3.384 1.728 -0.112
C 2.092 1.594 0.329
C 1.048 1.469 -0.592
C 1.351 1.481 -1.964
C 2.673 1.658 -2.394
C 3.684 1.771 -1.469
H 4.711 1.898 -1.771
H 2.888 1.687 -3.452
N 0.338 1.313 -2.867
C -0.937 1.137 -2.466
C -1.319 1.127 -1.162
C -0.334 1.298 -0.107
O -0.587 1.297 1.095
C -2.789 0.933 -0.912
O -3.546 0.675 -1.835
N -3.171 1.078 0.362
H -2.460 1.286 1.057
C -4.554 0.995 0.783
C -5.169 2.396 0.828
H -6.214 2.341 1.118
H -5.104 2.859 -0.153
H -4.638 3.019 1.546
C -4.641 0.310 2.147
C -4.067 -1.101 2.127
H -4.570 -1.705 1.374
H -3.005 -1.074 1.896
H -4.197 -1.578 3.096
H -5.689 0.275 2.449
H -4.101 0.912 2.882
H -5.075 0.399 0.026
H -1.690 1.000 -3.231
H 0.562 1.317 -3.853
H 1.872 1.581 1.384
H 6.024 -0.011 0.096
H 5.091 -1.514 -1.485
H 3.194 -2.972 -2.104
H 0.104 -3.739 0.974
H -0.575 -4.411 -0.523
H -0.636 -1.446 0.259
H -1.238 -2.114 -1.259
H -2.003 -2.569 0.265
*
```

These are the Mulliken partial charges, in e, on atoms 1 to 5: -0.1600, -0.8126, -0.4717, 0.4032, -0.7793

*ii*
# C22H25N3O5S

The molecule C22H25N3O5S (ωB97M-V with the def2-TZVPD basis set, the OMol25 dataset).

Orbital gap, eV: 8.8
LUMO, Eh: -0.011
E_HOMO, hartree: -0.33351
Structure (SMILES): CCCCN1C(=O)c2ccc(C(=O)Nc3ccc(C)c(S(=O)(=O)N(C)C)c3)cc2C1=O

Structure (ORCA input):
```
! RIJCOSX wB97M-V def2-TZVPD def2/J DEFGRID3
* xyz 0 1
C 5.799 -2.205 -0.518
C 4.988 -1.140 0.212
C 3.484 -1.284 -0.008
C 2.927 -2.584 0.578
N 1.484 -2.534 0.677
C 0.646 -2.528 -0.419
O 0.994 -2.651 -1.568
C -0.721 -2.320 0.124
C -1.925 -2.158 -0.524
C -3.018 -1.748 0.243
C -2.911 -1.604 1.621
C -1.705 -1.826 2.275
C -0.610 -2.151 1.505
C 0.821 -2.290 1.869
O 1.344 -2.228 2.952
H -1.616 -1.707 3.344
H -3.778 -1.296 2.188
C -4.310 -1.372 -0.419
O -5.095 -2.155 -0.898
N -4.574 -0.027 -0.391
C -3.724 0.998 0.040
C -4.225 2.070 0.779
C -3.374 3.052 1.241
C -1.996 3.010 1.013
C -1.522 1.958 0.244
C -2.368 0.987 -0.259
H -1.932 0.228 -0.883
S 0.184 1.593 -0.205
O 0.454 0.253 0.235
O 1.108 2.616 0.204
N 0.025 1.563 -1.884
C 1.029 0.759 -2.549
H 1.063 -0.209 -2.056
H 2.020 1.222 -2.508
H 0.737 0.621 -3.590
C -0.096 2.907 -2.400
H 0.834 3.474 -2.282
H -0.365 2.862 -3.455
H -0.888 3.412 -1.848
C -1.118 4.076 1.585
H -1.465 5.058 1.267
H -0.088 3.939 1.275
H -1.164 4.047 2.673
H -3.777 3.873 1.816
H -5.282 2.122 0.997
H -5.515 0.232 -0.663
H -2.011 -2.289 -1.592
H 3.302 -2.737 1.593
H 3.195 -3.437 -0.050
H 3.262 -1.255 -1.076
H 2.962 -0.448 0.463
H 5.203 -1.187 1.282
H 5.294 -0.154 -0.142
H 5.550 -2.213 -1.576
H 6.863 -2.003 -0.417
H 5.603 -3.193 -0.110
*
```

These are the Mulliken partial charges, in e, on atoms 1 to 5: -1.2327, -0.6446, 0.1798, -1.0789, 0.3642

Most stable to least stable, the ends of the list are *ii* and *i*.

*i*
# H2NO2P

The molecule H2NO2P (ωB97M-V with the def2-TZVPD basis set, the OMol25 dataset).

Orbital gap (alpha / beta), eV: 8.4 / 8.4
LUMO (alpha / beta), Eh: -0.062 / -0.063
E_HOMO (alpha / beta), hartree: -0.37179 / -0.37028
Structure (SMILES): O=N[PH2]=O

Structure (ORCA input):
```
! RIJCOSX wB97M-V def2-TZVPD def2/J DEFGRID3
* xyz 0 1
N 1.199 -0.391 0.614
O 1.873 -0.841 -0.305
O -0.243 1.653 0.024
P -0.397 0.203 0.111
H -1.561 -0.327 0.754
H -0.871 -0.296 -1.197
*
```

These are the Mulliken partial charges, in e, on atoms 1 to 5: 0.0906, -0.2279, -0.5300, 0.4404, 0.1219

*ii*
# H2NO2P

H2NO2P as an isolated structure (ωB97M-V with the def2-TZVPD basis set, the OMol25 dataset).

Orbital gap (alpha / beta), eV: 10.2 / 6.5
LUMO (alpha / beta), Eh: 0.004 / -0.023
E_HOMO (alpha / beta), hartree: -0.37190 / -0.26156

Structure (ORCA input):
```
! RIJCOSX wB97M-V def2-TZVPD def2/J DEFGRID3
* xyz 0 1
N 0.023 0.538 0.358
O -0.158 1.324 -2.009
O -0.151 -0.699 -0.227
P -0.622 -0.008 -2.333
H 0.590 1.044 -0.348
H -0.795 -1.163 0.368
*
```

These are the Mulliken partial charges, in e, on atoms 1 to 5: -0.2662, -0.4543, -0.3428, 0.3207, 0.3411

Most stable to least stable, the ends of the list are *i* and *ii*.

*i*
# C4H9N4

C4H9N4 as an isolated structure (ωB97M-V with the def2-TZVPD basis set, the OMol25 dataset).

Orbital gap, eV: 8.0
LUMO, Eh: -0.152
E_HOMO, hartree: -0.44627

Structure (ORCA input):
```
! RIJCOSX wB97M-V def2-TZVPD def2/J DEFGRID3
* xyz 1 1
C -2.343 0.972 0.104
C -0.333 -0.881 -0.168
C 0.162 0.419 -0.228
C 0.701 -1.983 -0.087
N -2.449 -0.272 0.050
N -1.622 -1.238 -0.145
N -0.581 1.653 -0.144
N 1.570 0.524 0.063
H -2.941 1.772 0.235
H 1.254 -1.796 0.903
H 1.439 -2.195 -0.830
H 0.177 -3.034 0.000
H -0.154 2.186 0.605
H -0.645 2.288 -0.936
H 1.671 0.580 1.196
H 2.049 1.281 -0.339
H 2.045 -0.276 -0.278
*
```

These are the Mulliken partial charges, in e, on atoms 1 to 5: -0.0086, 0.8693, -0.2786, -1.3750, -0.0860

*ii*
# C4H9N4

An isolated ion of composition C4H9N4 and charge +1 (ωB97M-V with the def2-TZVPD basis set, the OMol25 dataset).

Orbital gap, eV: 9.7
LUMO, Eh: -0.180
E_HOMO, hartree: -0.53701
Structure (SMILES): Cc1n[n+](C)nn1C

Structure (ORCA input):
```
! RIJCOSX wB97M-V def2-TZVPD def2/J DEFGRID3
* xyz 1 1
C -0.277 0.711 -0.101
C -0.469 2.114 -0.460
C 1.989 0.523 -0.991
C -1.402 -2.296 1.279
N -1.173 -0.053 0.476
N 0.796 -1.205 0.157
N 0.854 -0.006 -0.289
N -0.744 -1.203 0.697
H -0.860 2.555 0.391
H 0.486 2.531 -0.720
H -1.072 2.290 -1.267
H 2.195 -0.148 -1.940
H 1.746 1.494 -1.284
H 2.880 0.362 -0.331
H -2.480 -1.852 1.562
H -1.632 -3.158 0.549
H -0.836 -2.659 2.271
*
```

These are the Mulliken partial charges, in e, on atoms 1 to 5: 0.7191, -1.2020, -0.5719, -0.6732, -0.5416

Most stable to least stable, the ends of the list are *ii* and *i*.

*i*
# H21O11

A 11-piece molecular cluster, H21O11 overall (ωB97M-V with the def2-TZVPD basis set, the OMol25 dataset).

Orbital gap, eV: 8.8
LUMO, Eh: 0.100
E_HOMO, hartree: -0.22371

Structure (ORCA input):
```
! RIJCOSX wB97M-V def2-TZVPD def2/J DEFGRID3
* xyz -1 1
O -1.672 2.952 -2.001
H -0.866 2.409 -2.018
H -1.625 3.307 -1.110
O 0.591 -3.043 -0.600
H 1.422 -2.794 -0.210
H -0.036 -2.262 -0.829
O 0.501 1.388 -0.653
H 2.067 2.947 -1.087
H 1.123 -0.520 0.524
O -1.540 -3.628 1.415
H -2.138 -3.277 0.756
H -0.668 -3.731 1.016
O 3.530 -0.369 0.413
H 3.574 -1.314 0.279
H 2.614 -0.126 0.578
O 0.867 -0.133 1.376
H 0.844 -1.001 1.799
H 1.062 2.213 1.117
O 1.782 2.745 1.469
H 2.617 2.345 1.662
O 2.008 2.872 -2.040
H -0.287 1.387 -0.093
H 2.236 2.005 -2.338
O -0.539 -0.826 -1.216
H -0.702 -0.937 -2.144
H 0.301 0.435 -1.027
O -1.835 -0.062 3.688
H -1.012 0.069 3.206
H -2.515 0.170 3.055
O -4.123 -1.378 -1.720
H -4.095 -0.589 -2.256
H -3.486 -1.251 -1.012
*
```

These are the Mulliken partial charges, in e, on atoms 1 to 5: -0.6557, 0.4112, 0.2818, -0.6944, 0.2220

*ii*
# H21O11

A 11-piece molecular cluster, H21O11 overall (ωB97M-V with the def2-TZVPD basis set, the OMol25 dataset).

Orbital gap, eV: 9.2
LUMO, Eh: 0.104
E_HOMO, hartree: -0.23541

Structure (ORCA input):
```
! RIJCOSX wB97M-V def2-TZVPD def2/J DEFGRID3
* xyz -1 1
O -1.485 -3.207 -0.519
H -0.942 -2.706 0.105
H -1.428 -2.599 -1.281
O 2.554 0.529 -3.551
H 2.445 -0.252 -4.095
H 1.886 0.503 -2.853
O -1.343 1.376 0.548
H -3.273 0.054 -0.111
H -1.165 2.318 0.490
O 2.933 -0.746 -0.868
H 3.340 -1.142 -0.095
H 2.222 -0.113 -0.548
O -0.935 2.618 -1.756
H -1.619 1.997 -1.497
H -0.116 2.183 -1.421
O 0.940 0.907 -0.532
H 1.515 1.668 -0.391
H -1.641 -0.577 3.564
O -1.338 0.310 3.331
H -1.354 0.257 2.366
O -3.580 -0.385 -0.907
H -0.437 0.961 0.457
H -2.916 -0.445 -1.596
O -0.535 -1.108 -2.227
H -0.300 -0.631 -1.413
H 0.052 -1.874 -2.217
O 2.010 1.066 3.687
H 1.709 1.645 2.974
H 1.261 1.103 4.296
O 0.617 -1.354 2.611
H 0.764 -0.438 2.358
H 1.230 -1.845 2.049
*
```

These are the Mulliken partial charges, in e, on atoms 1 to 5: -0.6606, 0.3036, 0.4124, -0.6322, 0.2842

Most stable to least stable, the ends of the list are *ii* and *i*.